20
Properties=species:S:1:pos:R:3:forces:R:3:lowdin_charge:R:1 method="wB97M-V/def2-TZVPD" spin_multiplicity=3 homo_ev="-7.50 / -7.41" gap_ev="8.07 / 4.18"
C 1.406041 1.306733 2.545651 -0.2 -0.7 0.3 -0.665
H 1.861768 -0.857469 0.288434 0.7 -0.1 0.2 -0.001
H 0.650555 0.135158 -2.760276 2.0 0.8 -0.5 -0.002
H 1.942545 1.543971 3.384370 1.8 1.1 2.3 -0.004
H -0.188430 -1.457402 -2.805809 0.1 0.8 -0.2 0.044
C -0.190321 -0.393774 -2.477832 0.2 -3.4 3.3 -0.159
H -2.359518 -1.827924 -0.203461 -0.9 -2.7 -0.3 -0.009
C 0.124978 2.394396 0.349596 1.0 3.1 2.3 -0.489
H 1.473932 -2.205545 -0.871476 0.7 0.1 -1.7 0.001
H -1.010264 0.105312 -2.769252 -3.1 1.6 -1.6 -0.036
C -0.278151 1.252463 -0.014966 0.2 -3.0 -0.7 -0.079
C 1.172916 -1.599256 -0.064675 -2.2 1.6 -0.5 -0.169
S 1.128063 2.909881 1.727940 -0.7 -0.1 -1.6 1.025
H -0.317403 3.296671 0.033777 -0.5 1.2 -0.9 0.027
H -2.844426 -0.240845 -0.146140 -2.4 2.5 -1.2 -0.017
H 0.974182 -2.366847 0.607694 -0.4 -0.8 2.2 -0.005
H -2.005614 -0.799228 1.240598 -0.3 -0.5 -0.8 0.061
C -2.131353 -0.890509 0.132138 4.1 0.1 2.2 -0.153
Si -0.397881 -0.502657 -0.520215 1.2 -0.5 -1.2 0.579
N 0.988381 0.196870 2.323903 -1.3 -1.0 -1.5 0.052

=====

22
Properties=species:S:1:pos:R:3:forces:R:3:lowdin_charge:R:1 method="wB97M-V/def2-TZVPD" spin_multiplicity=3 homo_ev="-12.99 / -12.73" total_charge=+1 gap_ev="8.48 / 7.98" relative_energy_kj_mol=0.00
C 0.357930 -1.194564 -1.472230 -0.1 -0.2 -0.6 -0.105
C 0.087198 2.825326 0.956290 0.0 0.8 -0.4 -0.309
H 1.897220 1.754535 0.501041 -0.2 0.0 -0.2 0.137
O 0.340639 1.041238 -0.644255 -0.8 0.0 -0.5 -0.222
H 0.715330 3.455671 1.613979 -0.2 -0.3 -0.2 0.132
H 1.361591 2.835319 -0.828999 -0.1 -0.2 0.2 0.144
H -0.082969 -3.373216 0.368078 -0.1 0.2 -0.1 0.171
H -2.511871 -1.541078 2.688618 0.3 0.1 -0.1 0.095
H 1.557726 0.431120 -2.216534 -0.1 -0.1 0.2 0.156
C -1.874436 -1.368424 1.805995 -0.3 0.7 -1.0 0.125
H 2.000922 -0.162093 -0.578128 -0.1 0.1 -0.2 0.148
O -0.646919 1.901448 1.689279 -0.7 -1.7 -0.9 -0.254
H -1.484554 -3.022058 -0.733194 0.0 -0.1 0.3 0.168
O -0.331844 -1.410836 -0.236066 0.0 0.6 0.6 -0.200
H 1.021821 -2.037925 -1.700654 -0.1 0.2 0.1 0.154
H -0.385509 -1.087050 -2.273564 0.1 0.0 0.1 0.151
C 1.021093 2.149055 -0.039915 1.0 0.4 0.3 -0.152
C -0.855413 -2.648125 0.083977 -0.1 -0.4 -0.5 -0.141
C 1.164201 0.063897 -1.258413 0.7 -0.1 0.1 -0.142
H -0.562590 3.532301 0.401427 0.0 -0.3 0.2 0.125
O -1.690643 -2.505222 1.248673 0.0 -0.1 0.5 -0.015
Ni -1.098922 0.360679 0.624594 0.7 0.4 2.1 0.834

=====

18
Properties=species:S:1:pos:R:3:forces:R:3:lowdin_charge:R:1 method="wB97M-V/def2-TZVPD" homo_ev=-2.29 total_charge=-1 gap_ev=6.08 relative_energy_kj_mol=256.32
H -1.854856 -0.489615 -2.107176 0.2 -0.2 0.1 0.079
H -0.040929 -1.090059 -0.734135 0.1 -0.7 0.7 0.104
H 0.154598 0.834286 -2.139968 0.3 -0.1 0.0 0.090
H -2.545652 0.502640 -0.818325 0.0 0.0 0.2 0.078
C 1.458674 0.187609 0.443086 -2.2 -1.0 -0.2 -0.140
H 1.302813 -0.244696 3.233306 -1.0 0.5 0.0 0.030
C 0.851379 -0.989001 2.584048 0.2 -0.2 -0.3 -0.066
C 0.004601 -0.198809 -0.130089 -0.9 4.1 -2.7 -0.211
H -0.799777 -0.028031 0.572723 0.1 -0.8 0.4 0.103
C -1.879473 0.567420 -1.724088 -0.2 1.1 -0.1 -0.596
H 1.500535 1.117848 0.996692 -0.3 0.2 -0.2 0.106
C 1.187302 -0.991924 1.275111 3.5 -0.7 1.0 -0.321
H -0.255166 1.848590 -0.774915 -0.7 0.3 -0.2 0.092
H 0.118929 -1.701752 2.947125 0.7 -0.4 0.4 0.029
C -0.454135 0.879694 -1.234852 1.0 -1.2 0.7 -0.214
O -2.271862 1.468236 -2.629856 -0.3 0.0 -0.2 -0.369
H 1.497015 -1.875022 0.723782 -1.4 -0.5 0.0 0.105
H 2.026005 0.202585 -0.482468 0.8 -0.4 0.5 0.104

=====

20
Properties=species:S:1:pos:R:3:forces:R:3:lowdin_charge:R:1 method="wB97M-V/def2-TZVPD" homo_ev=-4.48 total_charge=-1 gap_ev=8.15 relative_energy_kj_mol=147.36
C -0.025677 -0.336581 -1.882464 0.6 0.3 -0.7 -0.108
O 0.875063 1.923209 1.502791 0.7 0.4 1.0 -0.100
C 1.449911 -0.191968 0.697947 1.0 1.4 -3.0 -0.149
C -1.890940 -0.989735 -0.441963 1.3 -1.4 4.8 0.008
O 1.240533 0.294199 3.006753 0.4 -0.4 1.3 -0.037
C -0.571537 -0.830088 -0.542907 -0.3 -1.5 -1.1 -0.386
H -2.572203 -1.117393 -1.178561 -1.8 0.7 -2.7 0.002
H -0.552832 -0.781463 -2.750367 -0.3 0.3 0.6 0.062
H 0.947554 -2.229716 -0.162008 -0.1 1.3 0.6 0.124
H -2.331326 -1.356016 0.557129 0.9 0.6 -1.4 0.080
H -0.248629 0.790228 -1.848229 1.0 -1.5 -0.5 0.095
H 0.144538 -1.837257 1.384337 0.0 0.9 -1.3 0.128
H -0.363349 2.607690 0.739545 1.2 -0.5 0.1 -0.039
O -0.903200 2.706992 -0.060588 -1.8 0.5 -0.1 -0.115
H -1.788659 2.649015 0.342123 0.3 0.0 -0.6 0.024
C 0.496930 -1.343379 0.411452 -0.6 -0.8 1.0 -0.189
H 1.065333 -0.672678 -2.123002 -1.7 1.2 0.9 0.102
H 1.334137 0.494560 -0.292950 1.0 -1.4 2.5 0.126
H 2.490104 -0.544720 0.761418 -0.2 0.1 0.0 0.100
C 1.204251 0.765101 1.879544 -1.5 0.0 -1.4 -0.729

=====

23
Properties=species:S:1:pos:R:3:forces:R:3:lowdin_charge:R:1 method="wB97M-V/def2-TZVPD" homo_ev=0.32 total_charge=-2 gap_ev=5.36 relative_energy_kj_mol=99.43
H -2.753350 -0.929887 -1.717727 -0.9 0.1 -1.0 0.043
H -2.126539 -1.803046 -0.405095 0.8 0.6 -0.7 0.065
H 1.222782 -0.015819 1.521500 1.8 0.9 0.6 0.084
H -0.108335 -0.861251 -1.519221 -0.7 0.4 -0.2 0.076
H -2.716924 -0.340182 -0.073448 -0.8 1.4 0.5 0.062
H -0.877016 0.610098 -1.956250 -0.5 0.6 -0.3 0.112
P -0.780256 3.353475 0.625187 1.5 -0.7 0.2 0.375
C -0.193743 1.674473 0.334081 -1.4 1.3 -0.1 -0.276
C -0.257217 0.375920 0.059910 2.2 2.8 0.4 -0.348
H -0.468064 -1.025818 2.601227 -0.9 0.5 0.8 0.050
O -1.955370 3.522667 1.502709 -0.7 -0.4 0.4 -0.391
O 0.457611 2.362777 1.360556 -0.4 0.6 0.1 -0.182
H 0.410199 -2.322820 1.880556 -0.2 0.3 0.3 0.065
C 0.656959 -0.508856 0.804865 -3.5 -2.3 -0.1 -0.248
O 2.781614 1.427791 -2.188168 -0.6 -0.2 1.2 -0.726
C -2.153405 -0.770671 -0.857838 -0.9 -2.5 0.3 -0.128
O -0.270529 4.561590 -0.076794 0.3 -0.5 -0.3 -0.394
C -0.860469 -0.112023 -1.165548 1.0 -1.9 -0.3 -0.250
S 2.637833 -0.251764 -1.651582 0.8 -0.5 -0.8 0.133
H 1.088947 -1.194210 0.095966 1.1 0.4 0.0 0.022
H -1.040638 -1.945066 1.148722 -0.8 0.4 -0.2 0.026
C -0.243677 -1.444217 1.654945 2.3 -1.9 0.1 -0.099
H 2.324052 1.721189 -1.373803 0.3 0.7 -0.9 -0.069

=====

22
Properties=species:S:1:pos:R:3:forces:R:3:lowdin_charge:R:1 method="wB97M-V/def2-TZVPD" homo_ev=-14.76 total_charge=+1 gap_ev=9.92 relative_energy_kj_mol=0.00
H -0.342150 -2.086786 1.385982 1.1 0.6 0.0 0.133
O 1.697254 -0.208051 -1.764317 -0.4 2.8 1.2 0.043
O 4.269726 0.683085 0.121356 4.5 -1.5 1.8 0.116
H -0.287452 -0.567223 -1.115125 -1.5 -0.2 -1.6 0.114
C 0.510903 1.031392 -0.017747 2.6 -0.8 -2.1 -0.106
C 0.688756 -0.351865 -0.825877 1.5 0.8 2.3 -0.245
C 5.369704 0.305915 0.506105 -0.7 0.1 -0.8 -0.284
H -0.395952 0.543658 1.591337 0.0 1.4 -1.2 0.219
C 1.105420 -1.511437 0.148480 1.0 0.4 0.5 -0.148
H -1.006059 2.309129 0.952719 1.4 -1.8 -0.3 0.188
O 6.444820 -0.093750 0.822102 -3.8 1.5 -0.9 0.221
O 0.451966 -1.498837 1.412670 -0.3 0.2 0.1 -0.059
H -2.382807 1.307240 -0.524222 -0.2 -1.2 0.3 0.116
H 2.253086 -1.366872 0.128827 -1.7 -0.5 1.1 0.156
H 1.858898 -0.916667 -2.337371 0.0 -1.9 -1.2 0.103
C -2.018377 0.561598 0.237908 -1.4 3.1 -0.9 -0.062
H 0.853330 -2.497434 -0.205292 0.3 -0.1 -1.3 0.131
H -2.849688 0.511308 0.978558 1.2 0.3 0.0 0.115
C -0.709896 1.228783 0.638718 -1.7 0.7 4.1 -0.148
H 2.268375 1.682735 -0.461821 0.0 -0.3 0.1 0.137
H -1.939051 -0.374358 -0.185225 0.2 -2.0 -0.9 0.038
O 1.471323 1.930041 0.054886 -1.9 -1.6 -0.3 0.220